No. 1
A structure of composition C35H34CdN10O7S. Source: the OMol25 dataset; level of theory: the ωB97M-V functional and the def2-TZVPD basis.

XYZ file:
```
88
C35H34CdN10O7S | the OMol25 dataset | the ωB97M-V functional and the def2-TZVPD basis
Cd -0.057 -0.259 -0.252
C -3.044 2.564 -3.363
C -3.882 2.936 -2.387
C -3.776 2.798 -0.935
C -2.972 1.960 -0.264
N -2.018 1.158 -0.936
C -1.670 1.969 -3.258
N -3.002 1.987 1.136
C -2.350 1.187 1.902
N -1.558 0.079 1.644
C -1.189 -0.472 2.821
N -0.591 -1.596 3.102
C -0.369 -2.576 2.157
C 0.152 -3.796 2.627
C 0.310 -4.848 1.757
C -0.059 -4.695 0.421
C -0.531 -3.458 0.027
N -0.666 -2.423 0.859
C -1.623 0.409 3.947
C -1.409 0.347 5.310
C -1.970 1.349 6.099
C -2.735 2.366 5.525
C -2.951 2.408 4.150
C -2.376 1.418 3.377
H -3.387 2.742 -4.379
H -4.805 3.408 -2.715
H -4.443 3.404 -0.332
H -1.652 0.953 -3.670
H 0.408 -3.868 3.676
H 0.712 -5.792 2.110
H 0.043 -5.498 -0.296
H -0.797 -3.252 -1.004
H -0.820 -0.455 5.734
H -1.816 1.339 7.172
H -3.166 3.130 6.162
H -3.545 3.187 3.687
N 3.024 0.771 -1.373
C 2.608 2.084 -1.840
C 1.125 2.395 -2.061
O 0.878 3.518 -2.561
N 0.232 1.489 -1.699
C -1.142 1.953 -1.835
C -2.522 -0.134 -1.487
O -3.724 -0.302 -1.596
O -1.575 -0.935 -1.775
H 2.613 0.048 -1.959
H 2.624 0.605 -0.455
H 2.967 2.833 -1.127
H 3.103 2.311 -2.790
H -1.194 2.984 -1.470
H -0.975 2.572 -3.849
N 1.151 2.999 3.052
C 2.340 2.315 3.182
C 2.381 1.458 2.124
N 1.248 1.602 1.357
C 0.535 2.527 1.941
H 0.769 3.670 3.694
H 3.014 2.486 4.001
H 3.122 0.717 1.878
H -0.425 2.887 1.604
C 6.650 2.131 -1.730
C 6.378 0.687 -2.046
C 6.798 -0.318 -1.184
C 6.463 -1.641 -1.415
C 5.703 -1.965 -2.528
C 5.301 -0.982 -3.422
C 5.642 0.337 -3.173
S 5.235 -3.650 -2.803
O 5.095 -3.795 -4.227
O 6.170 -4.477 -2.080
N 3.771 -3.866 -2.141
C 3.635 -4.189 -0.710
C 3.480 -2.970 0.188
C 2.351 -2.027 -0.226
O 1.913 -2.072 -1.397
O 1.925 -1.251 0.666
H 7.537 2.239 -1.105
H 5.803 2.558 -1.190
H 6.791 2.715 -2.640
H 7.366 -0.056 -0.299
H 6.784 -2.424 -0.742
H 4.717 -1.257 -4.289
H 5.303 1.114 -3.848
H 3.092 -3.120 -2.350
H 4.488 -4.797 -0.416
H 2.735 -4.800 -0.628
H 4.401 -2.383 0.229
H 3.260 -3.297 1.206
```

## Properties
* charge: -2
* HOMO: -2.16 eV
* DFT total energy: -2994.5251 Eh
* LUMO energy: 4.17 eV

***

No. 2
A structure of composition C22H24F5NOP2Pr at a distorted geometry. Source: the OMol25 dataset; level of theory: the ωB97M-V functional and the def2-TZVPD basis.

XYZ file:
```
56
C22H24F5NOP2Pr | the OMol25 dataset | the ωB97M-V functional and the def2-TZVPD basis
C 2.152 -3.637 1.241
C 1.474 -2.872 0.283
C 0.074 -2.655 0.421
C -0.447 -2.619 1.801
C 0.352 -3.225 2.849
C 1.552 -3.808 2.466
C -1.610 -1.920 2.011
C -2.427 -1.531 0.916
C -1.834 -1.626 -0.390
C -2.421 -0.831 -1.404
C -3.746 -0.463 -1.352
C -4.410 -0.596 -0.091
C -3.733 -0.996 1.058
H 3.152 -3.994 1.018
H -0.079 -3.193 3.840
H 2.070 -4.439 3.257
H -1.906 -1.572 3.085
H -4.235 -0.024 -2.195
H -5.472 -0.347 -0.026
H -4.165 -0.967 2.060
N -0.668 -2.337 -0.689
Pr 0.801 1.618 1.999
C 2.197 -2.064 -0.799
H 1.623 -2.021 -1.722
H 3.190 -2.450 -0.949
C -1.462 -0.264 -2.471
H -0.781 -1.016 -2.857
H -1.996 0.261 -3.226
P 2.398 -0.237 -0.221
P -0.316 1.042 -1.637
C -1.479 2.461 -1.737
H -0.886 3.416 -1.663
H -1.984 2.440 -2.727
H -2.194 2.432 -0.926
C 0.698 1.382 -3.109
H 0.029 1.853 -3.892
H 1.472 2.095 -2.873
H 1.097 0.485 -3.504
C 3.722 -0.494 1.057
H 4.496 -1.136 0.651
H 4.104 0.419 1.398
H 3.260 -1.050 1.965
C 3.510 0.269 -1.564
H 3.657 1.377 -1.512
H 4.461 -0.186 -1.461
H 3.092 0.047 -2.527
C 1.522 2.802 0.015
O 1.927 3.557 -0.766
H -0.357 0.321 1.860
F -1.653 2.310 2.950
C -1.561 2.846 1.593
F -2.805 2.836 1.131
C -1.035 4.241 1.795
F -1.745 4.946 2.682
F 0.305 4.168 2.283
F -0.978 4.947 0.602
```

## Properties
* charge: +1
* HOMO (spin up / spin down): -10.20 / -10.20 eV
* multiplicity: 3
* DFT total energy: -2681.3825 Eh
* LUMO energy (spin up / spin down): -4.36 / -4.29 eV

***

No. 3
A cluster of 2 separate species, C2H6N4O2 in total at a distorted geometry. Source: the OMol25 dataset; level of theory: the ωB97M-V functional and the def2-TZVPD basis.

XYZ file:
```
14
C2H6N4O2 | the OMol25 dataset | the ωB97M-V functional and the def2-TZVPD basis
N 0.436 0.500 0.068
C -0.195 -0.394 -0.840
C -0.372 -2.284 0.708
N -0.389 0.947 1.107
N 1.268 1.507 -0.490
O 0.717 -0.887 -1.708
N -1.000 -1.909 1.608
O -1.387 -0.465 -1.009
H 0.260 -1.465 -2.333
H -1.007 1.706 0.801
H 0.211 1.294 1.849
H 2.196 1.129 -0.643
H 0.903 1.833 -1.380
H -1.642 -1.512 2.262
```

## Properties
* HOMO: -9.47 eV
* DFT total energy: -449.2173 Eh
* energy above the lowest of the compared OMol25 structures with the same formula, charge and spin: 272.8 kJ/mol
* LUMO energy: 0.90 eV